1.
A molecular structure, C51H58N3O7PSTl, computed with ωB97M-V/def2-TZVPD.

```
122
Properties=species:S:1:pos:R:3:mulliken_charge:R:1
C -2.469 -3.724 -4.070 -2.0464
C -5.250 0.273 1.018 0.7360
C 1.363 -1.648 3.438 0.1360
H 3.526 -0.884 -2.254 0.2612
H 0.051 -0.567 -2.590 -1.3216
H -0.209 -2.694 -5.346 0.3336
C -1.315 5.201 0.361 -1.7261
C -2.074 2.120 4.707 -1.1472
C -2.917 -0.110 4.670 -1.2093
N -2.934 1.378 -0.592 1.0142
C 1.817 0.250 -2.916 2.1434
C 4.749 3.972 2.723 0.9832
C -2.402 -0.230 3.390 0.1397
C -2.644 0.512 -4.178 -1.9454
H -2.469 -1.170 2.852 0.2537
C 3.171 -0.410 -3.172 -1.8752
H -2.225 -4.791 -4.037 0.4996
H -1.934 -3.174 -1.433 0.1429
C -0.654 -4.094 1.231 0.2145
H 3.324 -1.615 2.483 0.3693
H -6.077 2.116 2.625 0.4669
C 0.652 -6.459 1.817 -0.7492
H -3.721 2.171 -2.325 0.5299
C 2.075 1.445 -1.972 -0.3525
C -5.296 2.530 1.995 -0.8905
C 1.204 0.819 -4.196 -1.8334
C 5.045 -4.280 -1.829 -0.5992
H -1.937 5.357 -2.246 0.4286
H 0.149 -4.171 -4.434 0.4805
H -1.173 -3.168 1.028 0.0400
H -3.387 -3.560 -3.499 0.3308
C 3.912 3.195 0.593 -0.3409
H -4.934 -1.800 0.557 0.5404
C 2.506 3.111 2.554 -0.9689
H -4.351 -0.721 -0.712 0.1785
H 1.057 0.008 -4.909 0.4030
H 3.898 0.332 -3.505 0.4296
H -0.413 5.453 -0.201 0.4381
C -4.675 1.692 1.072 0.6255
H -1.512 3.383 -0.749 -0.6847
H 1.691 -4.374 -1.366 0.1941
O 1.612 1.211 -0.716 0.1606
N -1.772 0.761 2.764 0.7554
H -1.303 -7.329 1.999 0.3636
H 4.683 -2.341 0.921 0.2218
C 3.710 -4.604 -2.041 -0.5766
C 5.867 4.653 3.450 0.5490
H 3.377 3.740 4.385 0.2433
H -7.112 -0.663 0.403 0.4343
H 1.171 -7.381 2.051 0.3962
C -2.753 1.092 5.340 -0.3476
C 4.935 3.709 1.368 -0.9736
C 2.680 2.919 1.186 0.2826
C -2.163 4.195 -0.421 1.8590
O 2.621 2.458 -2.309 -0.6305
O 1.657 -1.267 4.574 -0.8165
C -3.066 1.421 -1.865 -0.1832
O 0.232 -1.589 2.857 -0.4577
H -3.675 5.423 1.442 0.2623
H -2.471 -5.204 1.482 0.4412
C -1.606 1.903 3.421 -0.2936
H 2.463 -5.344 1.568 0.3948
H -7.291 1.046 0.833 0.4186
C -2.503 0.479 -2.778 -0.5122
H -1.079 2.687 2.883 0.4310
H 1.568 2.830 3.017 0.4466
H -3.458 5.649 -1.377 0.3330
C -3.636 2.220 0.278 -0.7355
H 1.851 1.582 -4.623 0.3905
C -2.734 4.883 -1.667 -1.4851
H -1.861 6.129 0.545 0.4723
Tl -0.746 -0.357 0.230 1.1676
H 4.049 3.032 -0.464 0.4876
H 3.430 -5.233 -2.879 0.4102
H -2.104 -1.023 -5.678 0.5344
C -1.055 -3.351 -2.056 -1.2554
O 6.979 4.749 3.014 -0.5556
H 4.640 5.093 4.854 0.2950
H -3.240 4.170 -2.316 0.2789
C 2.731 -4.124 -1.185 -0.3063
P 1.684 -2.554 0.900 1.3861
C -6.634 0.320 0.353 -1.5890
H -3.428 -0.900 0.773 -0.2291
C 5.382 -3.459 -0.763 -0.5327
C -1.321 -2.886 -3.485 3.0995
H -0.211 -2.811 -1.616 -0.5677
H -3.423 -0.945 5.135 0.4866
H 0.800 -2.617 -3.886 -0.0155
H 2.822 -3.231 2.984 0.4269
H -3.141 1.221 6.342 0.3860
C -3.269 3.581 0.424 0.8601
C -1.751 -1.431 -3.506 -0.0649
C -3.943 4.377 1.339 -0.5429
C -0.066 -3.101 -4.343 -1.6803
H -5.461 4.488 2.855 0.3890
C 2.473 -2.293 2.549 -0.7705
H -2.663 -3.446 -5.108 0.3870
H 0.227 1.263 -3.978 0.3199
C -1.388 -5.241 1.497 -0.6490
H 5.813 -4.661 -2.490 0.3598
H 6.417 -3.187 -0.595 0.3945
C -4.951 3.861 2.134 -1.4940
C 0.738 -4.108 1.245 0.1480
C 3.055 -3.322 -0.084 0.2095
C 3.533 3.643 3.315 -0.9996
H -1.007 4.792 1.327 0.2690
H -3.051 1.329 -4.758 0.4613
H -1.908 3.069 5.200 0.4821
H 3.057 -1.185 -3.930 0.4505
C 1.379 -5.307 1.547 -0.5009
H 5.894 3.951 0.930 0.4507
O 5.573 5.204 4.650 -0.4812
S 1.216 2.481 0.310 0.4501
C -0.735 -6.431 1.788 -0.6059
C 4.396 -2.983 0.095 -0.5342
C -2.148 -0.698 -4.648 -0.7921
C -4.436 -0.845 0.366 -1.5280
H -6.529 0.595 -0.700 0.3075
H -5.394 -0.014 2.066 0.4487
H -0.827 -4.421 -2.038 0.8358
N -1.942 -0.718 -2.383 0.5962
O 0.977 -0.710 -2.334 1.4490
```

LUMO energy in eV: 1.573
HOMO in eV: -4.992
Total charge: -1
Gap between HOMO and LUMO in eV: 6.565
M in g/mol: 1092.46

---

2.
2 unconnected molecules or ions with the total composition C51H59F2N2 in a non-equilibrium geometry, computed with ωB97M-V/def2-TZVPD.

```
114
Properties=species:S:1:pos:R:3:mulliken_charge:R:1
C -3.056 5.011 -2.240 0.0041
H -6.518 5.522 1.927 0.2258
C -4.168 4.214 -4.315 0.5181
C -10.208 3.382 0.449 -0.5721
H -3.585 3.509 -6.897 0.3016
H -11.269 3.637 0.405 0.4107
C -6.000 6.322 -1.962 -1.4162
H 1.714 4.417 -0.050 0.4578
N -5.418 5.137 -2.405 1.4569
C -7.903 3.916 -0.060 -0.2587
H -5.377 2.506 3.778 0.4047
F 2.493 3.525 2.260 -0.2902
C 0.654 1.985 2.119 -0.8354
H -11.068 6.073 -0.169 0.3890
C -2.422 -0.854 0.053 0.1890
N -6.904 4.637 -0.820 1.8821
H -5.458 6.371 -5.419 0.2375
C -8.456 2.124 1.452 0.0381
H -2.162 3.467 -1.120 -0.1160
C -8.578 0.756 -2.038 -1.3120
H 0.980 1.540 3.061 0.4596
H -10.965 3.067 -2.387 0.3134
H -10.852 6.785 -1.788 0.4403
C -4.199 5.038 -3.130 -0.3593
H -3.116 5.343 0.513 0.0547
H -0.491 5.837 -2.085 0.3733
H -2.848 7.096 0.552 0.6118
C -1.032 6.001 -1.144 -1.7294
H -2.901 -0.312 0.862 0.5526
C -7.057 -0.410 -0.518 -0.6148
C -6.345 1.655 -1.606 0.6113
F -1.269 -4.180 -0.761 -0.2808
H -12.009 3.988 -1.288 0.4130
H -6.719 3.008 -6.275 0.4355
C -9.131 4.956 -2.817 -1.9832
C -4.963 3.290 1.320 0.0488
H -0.837 5.155 -0.480 0.0980
H -5.062 0.437 -0.384 0.0901
H -10.562 1.675 1.729 0.4708
H -3.659 5.268 -6.754 0.3970
C -7.579 1.686 -2.312 0.1069
H -9.550 0.801 -2.559 0.3043
C 0.107 3.003 -0.399 -0.4950
H -2.172 7.332 -3.188 0.4262
C -2.526 6.191 -1.407 2.0634
C -6.060 0.523 -0.805 0.1626
H -2.486 1.721 -3.011 -0.0266
H -4.754 2.283 0.937 -0.5842
C -9.285 4.025 -0.388 0.2713
C -9.958 4.815 -1.555 2.1426
H -7.492 6.679 -0.393 0.5132
C -0.419 1.447 1.387 -0.3924
H -11.661 4.632 -2.889 0.4488
H -4.892 4.008 0.504 -1.0638
H -6.668 5.435 -6.348 0.5403
H -4.319 6.443 -0.190 0.2021
H -5.733 4.923 3.405 0.4483
H -1.348 -0.337 -3.134 0.4375
C -10.369 6.184 -1.007 -1.6436
H -9.496 6.732 -0.637 0.1956
C -6.238 2.294 3.126 -2.2551
H -0.006 3.361 -1.434 0.6356
C -1.515 -0.866 -2.192 -0.6919
C -5.112 4.250 -5.503 2.2047
H -5.231 2.112 -5.931 0.3698
H -9.767 5.381 -3.602 0.7087
H -9.141 -0.906 -0.778 0.4141
H -0.995 0.623 1.796 0.4005
H -4.186 3.568 2.045 1.0018
C -3.245 6.272 -0.059 -1.3892
C 1.093 3.613 0.357 -0.5351
H -3.235 2.465 -5.189 0.3744
H -8.786 3.979 -3.161 0.2260
C -1.718 -2.892 -0.963 0.4101
H -6.703 5.401 -4.570 0.0659
C 1.349 3.090 1.616 0.2344
C -2.356 -2.243 0.085 -1.0465
C -4.268 4.357 -6.777 -1.7874
H -0.578 6.875 -0.659 0.4512
C -5.880 2.920 -5.575 -1.8672
C -5.922 4.079 -1.627 0.5469
C -2.681 7.471 -2.225 -1.6771
C -6.046 5.442 -5.443 -1.4103
H -6.262 2.616 -4.593 0.5497
H -3.732 7.702 -2.426 0.1147
H -6.852 -1.240 0.173 0.4150
C -1.312 -2.238 -2.125 -0.7850
C -5.417 2.765 -1.582 -0.1934
H -2.726 -2.807 0.932 0.4696
C -11.223 4.079 -2.045 -1.7187
C -7.526 3.094 1.055 -0.1946
C -8.328 -0.253 -1.091 -0.6606
H -7.484 4.740 3.191 0.4020
H -4.369 2.590 -1.374 -0.4001
H -1.169 1.641 -1.884 1.0270
C -6.869 6.027 -0.980 -1.2498
H -2.216 8.328 -1.719 0.4552
C -6.519 4.717 2.668 -1.8280
C -9.823 2.330 1.262 -1.4508
H -8.291 5.633 -2.703 0.4076
H -8.130 1.237 2.001 0.4550
H -6.087 1.290 2.706 0.4597
C -2.694 2.785 -3.137 -0.2366
C -2.562 3.728 -2.095 0.7919
C -3.290 3.141 -4.332 -2.2005
H -5.755 7.271 -2.417 0.5371
C -0.681 1.902 0.074 0.3698
H -4.926 4.402 -7.650 0.4730
H -7.129 2.299 3.768 0.4675
H -0.868 -2.792 -2.945 0.4680
H -7.716 2.441 -3.084 0.1555
C -1.836 -0.133 -1.008 0.2536
C -6.315 3.347 2.009 2.2445
C -1.529 1.269 -0.925 -0.1578
```

LUMO energy in eV: -5.659
HOMO in eV: -8.289
Total charge: +1
Gap between HOMO and LUMO in eV: 2.630
M in g/mol: 738.04